300
Properties=species:S:1:pos:R:3:mulliken_charge:R:1 method="wB97M-V/def2-TZVPD" total_charge=0 homo_energy_ha=-0.28549 gap_ev=8.067 lumo_energy_ev=0.3 relative_energy_kj_mol=920.6
C -16.063 -5.474 -26.790 -1.679
C -14.900 -5.623 -27.921 1.177
C -13.592 -5.434 -27.061 -1.369
C -12.330 -5.823 -27.870 0.058
C -12.316 -7.271 -28.422 -0.907
C -13.617 -7.503 -29.241 1.492
N -14.886 -6.985 -28.537 0.461
O -16.060 -7.432 -29.007 -0.485
C -13.485 -6.769 -30.603 -1.359
C -13.672 -9.040 -29.388 -2.044
C -14.938 -4.383 -28.929 -0.889
H -15.940 -6.447 -26.314 0.492
H -17.098 -5.637 -27.090 0.361
H -15.787 -4.765 -26.010 0.298
H -13.567 -4.376 -26.798 0.418
H -13.609 -5.887 -26.070 0.385
H -11.438 -5.584 -27.290 0.659
H -12.321 -5.122 -28.704 -0.412
H -12.149 -7.951 -27.587 0.420
H -11.472 -7.415 -29.096 0.039
H -12.549 -7.133 -31.027 0.473
H -14.272 -6.865 -31.350 0.305
H -13.256 -5.710 -30.717 0.026
H -14.525 -9.311 -30.010 0.468
H -12.794 -9.324 -29.968 0.378
H -13.726 -9.683 -28.509 0.412
H -15.712 -4.302 -29.692 0.375
H -14.030 -4.338 -29.529 -0.050
H -14.940 -3.398 -28.463 0.135
H -16.305 -8.029 -28.296 0.361
C -7.520 -4.259 -33.377 -2.076
C -7.249 -4.997 -32.054 2.139
C -8.482 -4.803 -31.153 -0.941
C -8.476 -5.692 -29.939 0.739
C -8.272 -7.154 -30.304 -2.265
C -6.907 -7.401 -31.044 2.236
N -6.864 -6.448 -32.237 0.453
O -5.854 -6.666 -33.131 -0.525
C -5.690 -7.346 -30.171 -1.683
C -7.091 -8.848 -31.443 -1.934
C -6.115 -4.242 -31.323 -1.621
H -6.596 -4.222 -33.954 0.532
H -7.819 -3.220 -33.237 0.311
H -8.374 -4.652 -33.929 0.428
H -8.588 -3.789 -30.767 0.649
H -9.348 -4.946 -31.799 0.109
H -9.378 -5.459 -29.374 0.081
H -7.654 -5.551 -29.236 -0.762
H -9.174 -7.483 -30.820 0.272
H -8.397 -7.577 -29.307 0.667
H -6.077 -7.486 -29.161 0.265
H -5.082 -8.244 -30.283 0.444
H -5.009 -6.501 -30.277 0.282
H -6.933 -9.454 -30.551 0.424
H -8.095 -9.059 -31.811 0.350
H -6.406 -9.150 -32.236 0.442
H -5.141 -4.545 -31.706 0.475
H -6.123 -4.592 -30.290 -0.064
H -6.136 -3.153 -31.374 0.235
H -6.244 -6.885 -33.980 0.347
C -12.439 -0.339 -35.921 -1.725
C -12.653 -0.121 -34.383 1.538
C -14.118 -0.367 -34.095 -1.367
C -14.510 -1.847 -33.975 -1.089
C -13.606 -2.579 -32.900 -1.108
C -12.083 -2.406 -33.173 1.954
N -11.804 -0.978 -33.506 0.661
O -10.413 -0.690 -33.503 -0.382
C -11.395 -2.887 -31.888 -1.840
C -11.720 -3.294 -34.466 -1.759
C -12.442 1.456 -34.014 -1.670
H -12.158 0.554 -36.478 0.419
H -13.333 -0.709 -36.424 0.348
H -11.667 -1.079 -36.134 0.368
H -14.393 -0.085 -33.078 0.309
H -14.841 0.166 -34.711 0.478
H -14.388 -2.361 -34.928 0.343
H -15.562 -2.075 -33.801 0.476
H -13.869 -3.610 -32.666 0.546
H -13.948 -2.134 -31.965 0.335
H -11.797 -3.769 -31.388 -0.002
H -10.311 -2.952 -31.972 0.313
H -11.498 -2.154 -31.088 0.538
H -12.199 -2.995 -35.399 0.368
H -10.639 -3.203 -34.574 0.344
H -11.901 -4.331 -34.183 0.400
H -13.272 2.113 -34.277 0.401
H -11.464 1.782 -34.366 0.372
H -12.416 1.480 -32.925 0.225
H -10.147 -0.493 -32.602 0.177
C -14.414 -0.538 -25.950 -1.571
C -14.291 0.980 -25.814 1.993
C -13.807 1.462 -24.392 -2.056
C -12.403 1.101 -24.070 0.846
C -11.463 1.869 -25.079 -1.508
C -11.783 1.536 -26.599 2.224
N -13.253 1.613 -26.783 0.272
O -13.569 1.442 -28.085 -0.436
C -11.123 2.754 -27.370 -1.726
C -11.123 0.238 -27.118 -1.182
C -15.595 1.621 -25.996 -2.105
H -14.884 -0.882 -26.871 0.450
H -14.827 -1.052 -25.083 0.294
H -13.366 -0.836 -25.925 0.076
H -13.903 2.544 -24.476 0.491
H -14.493 1.303 -23.560 0.501
H -12.287 0.026 -24.207 -0.778
H -12.362 1.276 -22.995 0.353
H -10.469 1.452 -24.913 0.365
H -11.555 2.920 -24.806 0.361
H -11.546 3.738 -27.164 0.614
H -10.066 2.684 -27.113 0.092
H -11.171 2.647 -28.454 0.099
H -10.223 0.562 -27.641 0.061
H -10.916 -0.345 -26.220 0.189
H -11.824 -0.378 -27.681 0.294
H -15.922 1.507 -27.029 0.386
H -15.679 2.617 -25.560 0.403
H -16.392 1.204 -25.382 0.432
H -13.736 2.344 -28.367 0.367
C -9.413 2.815 -21.459 -1.348
C -7.911 3.401 -21.582 2.123
C -7.759 3.871 -23.050 -1.410
C -8.648 5.008 -23.529 -0.388
C -8.257 6.183 -22.594 -1.642
C -8.421 5.956 -21.083 1.505
N -7.784 4.604 -20.692 0.147
O -8.063 4.278 -19.396 -0.513
C -7.670 7.178 -20.391 -1.918
C -9.953 5.987 -20.576 -1.502
C -6.824 2.316 -21.208 -2.155
H -10.289 3.384 -21.771 0.234
H -9.645 2.406 -20.476 0.474
H -9.328 2.026 -22.206 0.191
H -6.747 4.243 -23.211 0.529
H -7.926 3.032 -23.726 0.211
H -9.685 4.841 -23.239 0.039
H -8.511 5.268 -24.579 0.480
H -8.742 7.119 -22.872 0.549
H -7.230 6.469 -22.818 0.450
H -8.094 8.172 -20.534 0.376
H -7.673 7.187 -19.301 0.423
H -6.602 7.131 -20.603 0.438
H -10.523 6.773 -21.072 0.374
H -10.560 5.081 -20.568 0.309
H -9.861 6.312 -19.540 0.401
H -5.925 2.890 -20.983 0.606
H -6.593 1.563 -21.961 0.257
H -7.024 1.913 -20.215 0.457
H -7.236 4.260 -18.910 0.365
C -1.699 -0.513 -25.233 -2.057
C -0.691 -1.026 -26.279 1.940
C 0.608 -0.081 -26.157 -1.186
C 1.854 -0.674 -26.891 -0.743
C 2.256 -1.925 -26.168 -1.092
C 1.008 -3.060 -26.230 1.068
N -0.305 -2.404 -25.988 0.146
O -1.408 -3.261 -25.771 -0.034
C 1.023 -3.728 -27.598 -1.579
C 1.309 -4.128 -25.078 -1.791
C -1.232 -0.987 -27.749 -1.860
H -1.389 -0.847 -24.242 0.462
H -2.701 -0.861 -25.483 0.253
H -1.734 0.572 -25.140 0.428
H 0.436 0.774 -26.811 0.497
H 0.854 0.429 -25.225 0.380
H 2.652 0.060 -27.003 0.465
H 1.618 -1.027 -27.895 0.249
H 2.678 -1.729 -25.182 0.376
H 3.122 -2.343 -26.681 0.495
H 0.898 -2.942 -28.343 0.363
H 1.964 -4.263 -27.725 0.445
H 0.281 -4.519 -27.697 0.274
H 1.131 -3.719 -24.083 0.412
H 0.613 -4.966 -25.065 0.299
H 2.324 -4.447 -25.314 0.443
H -1.548 0.007 -28.064 0.494
H -2.183 -1.513 -27.833 0.351
H -0.619 -1.296 -28.596 0.281
H -1.447 -3.251 -24.811 0.192
C -8.001 -1.110 -21.451 -1.859
C -8.407 -2.532 -20.865 2.304
C -8.998 -2.157 -19.473 -1.539
C -10.497 -1.715 -19.560 -0.214
C -11.297 -2.811 -20.178 -1.514
C -10.781 -3.244 -21.596 1.699
N -9.321 -3.317 -21.671 0.135
O -8.748 -3.772 -22.882 -0.106
C -11.358 -4.644 -21.891 -2.067
C -11.440 -2.114 -22.492 -1.519
C -7.208 -3.341 -20.551 -2.239
H -7.381 -0.456 -20.837 0.458
H -8.907 -0.612 -21.795 0.098
H -7.451 -1.298 -22.373 0.323
H -8.770 -2.870 -18.680 0.411
H -8.553 -1.252 -19.059 0.454
H -10.512 -0.916 -20.302 -0.110
H -10.858 -1.376 -18.589 0.490
H -12.357 -2.567 -20.245 0.520
H -11.276 -3.681 -19.521 0.424
H -11.041 -5.467 -21.251 0.465
H -12.440 -4.626 -21.759 0.402
H -11.100 -5.058 -22.866 0.340
H -11.788 -2.512 -23.445 0.664
H -12.356 -1.721 -22.051 0.334
H -10.831 -1.218 -22.612 -0.010
H -6.498 -2.747 -19.974 0.364
H -6.759 -3.714 -21.472 0.485
H -7.502 -4.162 -19.897 0.484
H -8.569 -4.684 -22.644 0.283
C -1.018 1.526 -32.378 -1.692
C -1.730 0.935 -33.620 1.784
C -2.146 -0.572 -33.295 -1.516
C -3.489 -0.933 -32.687 -0.126
C -4.543 -0.070 -33.414 -1.531
C -4.231 1.475 -33.600 2.114
N -2.938 1.621 -34.297 0.222
O -2.699 2.886 -34.737 -0.472
C -5.352 2.006 -34.532 -1.942
C -4.174 2.130 -32.202 -1.327
C -0.675 0.795 -34.699 -1.968
H 0.004 1.164 -32.268 0.490
H -1.471 1.336 -31.405 0.208
H -1.015 2.597 -32.579 0.374
H -1.906 -1.203 -34.151 0.391
H -1.426 -0.937 -32.562 0.403
H -3.469 -0.635 -31.638 0.075
H -3.786 -1.980 -32.745 0.371
H -5.476 -0.203 -32.866 0.400
H -4.786 -0.664 -34.295 0.439
H -5.315 3.088 -34.652 0.479
H -5.114 1.789 -35.573 0.448
H -6.331 1.753 -34.124 0.144
H -5.146 2.319 -31.746 0.304
H -3.565 1.614 -31.459 -0.090
H -3.827 3.156 -32.317 0.459
H 0.343 0.530 -34.414 0.386
H -0.565 1.688 -35.314 0.376
H -0.964 0.054 -35.443 0.414
H -2.788 2.809 -35.690 0.368
C -3.393 -5.766 -19.357 -1.548
C -3.549 -5.454 -20.916 0.900
C -2.202 -5.413 -21.789 -1.011
O -4.493 -6.344 -21.399 -0.576
H -2.914 -6.730 -19.184 0.374
H -4.242 -5.821 -18.676 0.364
H -2.692 -5.038 -18.951 0.387
H -3.919 -4.432 -20.836 0.040
H -1.452 -4.885 -21.200 0.366
H -2.431 -4.804 -22.663 0.089
H -1.902 -6.336 -22.285 0.336
H -4.649 -6.147 -22.326 0.292
C -3.432 -7.205 -26.214 -1.221
C -4.607 -6.488 -25.515 0.784
C -5.910 -6.546 -26.337 -1.154
O -4.851 -7.011 -24.220 -0.461
H -3.484 -7.059 -27.293 0.296
H -3.502 -8.252 -25.919 0.368
H -2.443 -6.821 -25.962 0.169
H -4.303 -5.454 -25.351 -0.006
H -5.698 -6.070 -27.294 0.047
H -6.818 -6.053 -25.989 0.328
H -6.181 -7.562 -26.625 0.578
H -5.298 -7.859 -24.266 0.283
C -8.661 2.171 -32.310 -0.925
C -9.244 2.507 -30.951 1.145
C -10.467 3.539 -31.078 -1.316
O -9.820 1.380 -30.415 -0.154
H -9.346 1.611 -32.946 -0.115
H -7.725 1.614 -32.266 -0.093
H -8.520 3.071 -32.908 0.541
H -8.521 2.924 -30.251 0.002
H -11.390 3.151 -31.508 0.084
H -10.118 4.420 -31.616 0.468
H -10.904 3.723 -30.096 0.412
H -10.717 1.234 -30.723 0.142
C -4.876 1.597 -28.244 -1.860
C -6.250 1.923 -27.867 1.804
C -6.351 1.807 -26.322 -0.659
O -6.345 3.304 -28.148 -0.732
H -4.162 2.249 -27.741 0.551
H -4.655 1.591 -29.311 -0.072
H -4.564 0.639 -27.829 0.360
H -6.975 1.304 -28.396 0.009
H -5.975 0.797 -26.158 0.120
H -7.386 1.964 -26.017 -0.239
H -5.811 2.647 -25.885 0.444
H -7.233 3.604 -27.938 0.373
C -7.644 -1.750 -25.819 -1.155
C -6.835 -2.347 -26.977 1.207
C -7.175 -1.626 -28.286 -0.684
O -5.422 -2.242 -26.837 -0.266
H -8.660 -2.144 -25.793 0.490
H -7.754 -0.665 -25.821 -0.060
H -7.278 -2.024 -24.829 0.422
H -6.994 -3.391 -27.246 -0.239
H -6.602 -0.717 -28.472 -0.139
H -8.189 -1.228 -28.260 0.203
H -6.993 -2.076 -29.262 -0.036
H -5.216 -2.533 -25.945 0.184